Below is C35H53N4OP2STi as an isolated structure in a non-equilibrium geometry, with properties calculated with ωB97M-V/def2-TZVPD.

Structure (XYZ):
```
97
Properties=species:S:1:pos:R:3:forces:R:3:lowdin_charge:R:1
C -1.2126 -1.7066 -2.1234 0.31 -0.83 -0.41 -0.371
C 0.8089 -2.7718 -1.3613 -0.26 0.39 0.06 -0.358
C -1.4237 -2.6705 -3.1044 0.01 0.50 0.44 -0.067
C 0.5594 -3.8228 -2.3173 -0.36 -0.06 -0.34 -0.034
C -0.5179 -3.7643 -3.1727 0.46 0.07 0.40 -0.070
H -2.2840 -2.5947 -3.7743 0.33 -0.04 0.26 0.107
H 1.2731 -4.6505 -2.3670 -0.29 0.31 0.02 0.113
H -0.6768 -4.5593 -3.9101 0.08 0.33 0.32 0.111
N -0.1601 -1.7587 -1.2516 0.04 -0.15 -0.26 -0.029
P -2.3398 -0.2393 -0.1041 -1.90 -0.42 -0.40 1.105
P 2.3690 -1.1705 0.1984 1.83 -0.61 -0.33 1.032
C -2.1928 -0.5642 -1.9377 -0.02 0.30 0.09 -0.244
H -1.7906 0.3629 -2.3810 -0.15 -0.41 0.10 0.064
H -3.1520 -0.7829 -2.4330 0.37 0.09 0.24 0.088
C 1.9744 -2.7154 -0.5878 -0.26 0.13 -0.16 -0.260
H 2.7359 -3.4851 -0.7548 -0.32 0.29 0.11 0.071
C 3.5215 -0.2164 -1.0401 -0.10 -0.22 0.16 -0.634
C 3.4002 -1.5654 1.7601 -0.06 -0.04 -0.23 -0.659
C -3.2891 1.4075 0.1102 0.07 -0.24 -0.11 -0.657
C -3.4251 -1.7260 0.4659 0.00 0.17 -0.14 -0.630
C 3.5512 1.2825 -0.6730 0.04 0.04 0.02 -0.100
H 4.1926 1.4704 0.2023 -0.24 -0.05 -0.34 0.068
H 3.9611 1.8670 -1.5194 -0.15 -0.21 0.32 0.091
H 2.5477 1.6671 -0.4370 0.38 -0.06 -0.07 0.033
C 4.9649 -0.7447 -1.1380 0.11 0.01 -0.03 -0.097
H 5.5521 -0.5564 -0.2248 -0.23 -0.07 -0.39 0.066
H 4.9864 -1.8255 -1.3599 -0.02 0.41 0.07 0.084
H 5.4772 -0.2251 -1.9712 -0.21 -0.19 0.31 0.095
C 2.8773 -0.4396 -2.4295 -0.02 0.01 -0.09 -0.112
H 3.2826 0.3017 -3.1446 -0.09 -0.27 0.27 0.088
H 3.1080 -1.4500 -2.8035 -0.08 0.38 0.13 0.089
H 1.7825 -0.3473 -2.4116 0.42 -0.09 -0.06 0.037
C 4.0768 -0.2863 2.2884 0.11 0.06 0.02 -0.100
H 3.3426 0.5288 2.4137 0.35 -0.31 -0.03 0.028
H 4.5238 -0.4952 3.2785 -0.16 0.05 -0.37 0.094
H 4.8855 0.0675 1.6291 -0.32 -0.16 0.30 0.062
C 2.4469 -2.0891 2.8468 -0.01 -0.08 0.08 -0.121
H 1.7900 -1.2913 3.2227 0.29 -0.25 -0.14 0.024
H 1.8246 -2.9185 2.4728 0.25 0.25 0.15 0.082
H 3.0477 -2.4634 3.6971 -0.22 0.13 -0.32 0.099
C 4.4362 -2.6764 1.4864 0.07 -0.07 0.04 -0.088
H 5.1739 -2.4069 0.7185 -0.30 -0.12 0.33 0.057
H 4.9866 -2.8848 2.4234 -0.21 0.08 -0.35 0.093
H 3.9344 -3.6095 1.1798 0.19 0.35 0.13 0.079
C -3.8746 -1.5035 1.9246 -0.09 -0.03 0.02 -0.088
H -4.3483 -2.4315 2.2947 0.19 0.36 -0.14 0.098
H -3.0278 -1.2727 2.5894 -0.31 -0.06 -0.20 0.066
H -4.6225 -0.6974 2.0035 0.25 -0.34 -0.03 0.068
C -2.5932 -3.0294 0.3753 0.01 -0.07 0.04 -0.079
H -2.4013 -3.3149 -0.6701 -0.07 0.08 0.40 0.078
H -1.6302 -2.9691 0.8965 -0.40 -0.13 -0.23 0.048
H -3.1856 -3.8367 0.8448 0.23 0.31 -0.18 0.102
C -4.6642 -1.9428 -0.4303 -0.11 -0.04 -0.02 -0.082
H -5.2101 -2.8260 -0.0496 0.21 0.33 -0.14 0.099
H -5.3634 -1.0954 -0.4272 0.27 -0.37 -0.01 0.058
H -4.3793 -2.1657 -1.4720 -0.12 0.06 0.41 0.077
C -2.5157 2.4807 -0.6846 -0.05 0.11 0.00 -0.112
H -2.5089 2.2849 -1.7705 0.00 0.09 0.42 0.081
H -3.0100 3.4566 -0.5246 0.16 -0.35 -0.07 0.095
H -1.4773 2.5596 -0.3281 -0.31 0.02 -0.13 0.053
C -3.2227 1.8079 1.6009 -0.06 -0.06 -0.03 -0.094
H -2.1809 1.8165 1.9596 -0.58 -0.14 -0.30 0.035
H -3.6360 2.8275 1.7142 0.13 -0.34 -0.03 0.098
H -3.8069 1.1349 2.2453 0.23 0.29 -0.22 0.070
C -4.7492 1.3814 -0.3750 -0.10 0.07 0.02 -0.083
H -4.8363 1.0267 -1.4167 0.04 0.13 0.40 0.090
H -5.3868 0.7524 0.2662 0.27 0.28 -0.24 0.070
H -5.1566 2.4091 -0.3361 0.16 -0.37 -0.02 0.094
Ti 0.0698 -0.2754 0.3815 0.48 0.26 -0.71 0.228
C -0.3257 -1.3787 1.9237 -1.52 -2.66 3.88 -0.298
O -0.6476 -1.9497 2.8975 0.74 1.36 -2.26 0.048
N 0.3291 1.0559 -1.1916 0.39 2.90 -3.00 0.096
C 0.4453 1.7870 -2.1055 -0.24 -1.97 2.45 -0.084
C 0.6091 2.6237 -3.2379 0.17 0.79 -1.17 -0.194
C 0.3819 4.0198 -3.1454 0.09 -0.38 -0.15 -0.014
C 1.0056 2.0515 -4.4744 -0.13 0.25 0.28 -0.009
C 0.5514 4.8227 -4.2758 0.03 -0.20 -0.02 -0.060
H 0.0787 4.4536 -2.1885 0.12 -0.14 -0.36 0.121
C 1.1682 2.8716 -5.5932 -0.06 0.13 0.18 -0.053
H 1.1846 0.9741 -4.5348 -0.08 0.41 0.00 0.120
C 0.9428 4.2548 -5.4992 -0.04 -0.26 0.35 -0.049
H 0.3773 5.9009 -4.2025 0.08 -0.46 -0.03 0.115
H 1.4758 2.4290 -6.5460 -0.14 0.19 0.41 0.118
H 1.0738 4.8912 -6.3803 -0.06 -0.27 0.38 0.117
C 0.3021 0.2079 5.2257 0.59 -0.52 0.21 0.012
N -0.3267 1.3895 4.6422 -0.39 0.60 -0.84 -0.086
C -1.1250 2.2411 5.3166 -1.40 2.12 0.57 -0.046
C -1.4500 3.2871 4.4829 -0.93 0.21 2.49 -0.075
N -0.8521 3.0875 3.2947 0.18 -0.15 -0.20 0.061
C -0.2078 1.9043 3.3917 0.69 -0.36 -0.05 -0.755
S 0.7613 1.3210 2.1994 1.67 -0.19 -1.70 0.759
H -0.0423 -0.7021 4.7257 0.16 0.29 0.00 0.073
H 1.4057 0.2904 5.1458 -0.68 -0.04 -0.05 0.110
H 0.0334 0.1120 6.2999 0.06 0.42 -0.79 0.113
H -1.4250 2.1273 6.3511 0.16 -0.17 -0.26 0.135
H -2.0572 4.1463 4.7335 0.13 -0.13 -0.20 0.129
H -0.8836 3.7253 2.4681 0.24 -1.25 1.09 0.194
```
Forces are in eV/Å.

Calculated values
- Total charge: +1
- E_tot: -97687.1620 eV
- Spin multiplicity: 3
- Energy relative to the best compared isomer or geometry (same formula, charge and spin): 0.0 kcal/mol
- Expectation value of S²: 2.0129